ORCA calculation (ωB97M-V/def2-TZVPD) on a structure of composition C24H25F6N5PRuS4 in a non-equilibrium geometry.

CARTESIAN COORDINATES (ANGSTROEM)
Ru  -0.59  -1.23  -0.86
S  -0.70  -2.15  1.75
C  -2.01  -1.21  2.41
C  -2.16  -1.16  3.80
C  -3.11  -0.34  4.37
C  -3.96  0.41  3.57
C  -3.86  0.33  2.19
C  -2.87  -0.47  1.62
S  -2.86  -0.79  -0.12
C  -3.00  0.86  -0.89
C  -1.78  1.37  -1.60
C  -1.79  2.66  -2.10
C  -0.71  3.12  -2.82
C  0.38  2.28  -3.01
C  0.35  1.01  -2.49
C  1.49  0.06  -2.73
S  1.77  -1.04  -1.28
C  2.09  -2.65  -1.97
C  3.24  -2.84  -2.72
C  3.56  -4.11  -3.17
C  2.76  -5.18  -2.83
C  1.63  -5.00  -2.06
C  1.26  -3.72  -1.64
S  -0.26  -3.57  -0.79
N  -0.71  0.59  -1.77
H  -1.51  -1.78  4.42
H  -3.21  -0.29  5.45
H  -4.72  1.04  4.01
H  -4.55  0.87  1.56
H  -3.30  1.56  -0.11
H  -3.80  0.76  -1.63
H  -2.66  3.29  -1.94
H  -0.70  4.12  -3.23
H  1.25  2.62  -3.57
H  2.40  0.61  -2.94
H  1.25  -0.59  -3.58
H  3.87  -1.99  -2.95
H  4.45  -4.25  -3.78
H  3.02  -6.18  -3.17
H  0.99  -5.83  -1.79
C  3.45  1.98  3.31
C  2.28  2.77  3.89
C  2.05  4.05  3.08
C  1.00  1.93  3.96
N  0.52  1.50  2.66
C  0.97  0.53  1.86
N  0.23  0.52  0.78
N  -0.69  1.49  0.94
N  -0.52  2.09  2.05
H  4.38  2.53  3.44
H  3.32  1.80  2.25
H  3.57  1.02  3.82
H  2.52  3.04  4.92
H  1.79  3.81  2.05
H  2.95  4.66  3.07
H  1.24  4.64  3.51
H  0.19  2.53  4.40
H  1.16  1.05  4.58
H  1.79  -0.14  2.08
F  -2.53  -1.43  -2.61
P  -1.91  -1.89  -4.11
F  -3.34  -1.72  -4.75
F  -2.16  -3.40  -3.70
F  -1.20  -2.28  -5.46
F  -1.57  -0.31  -4.34
F  -0.42  -1.98  -3.31

Values from the calculation:
**Energy above the lowest of the compared OMol25 structures with the same formula, charge and spin**: 3.656 eV
**LUMO (spin up / spin down)**: -5.2 / -5.2 eV
**HOMO (spin up / spin down)**: -10.78 / -10.77 eV
**2S+1**: 1
**E_tot**: -104260.1742 eV
**Orbital gap (spin up / spin down)**: 0.2055 / 0.2044 Eh
**Total charge**: +1
**Maximum force**: 6.11 eV Å⁻¹